1.
{
  "formula": "C10H18N3O",
  "method": "ωB97M-V/def2-TZVPD",
  "symbols": ["C", "C", "C", "N", "N", "N", "H", "H", "H", "H", "H", "H", "H", "H", "H", "H", "C", "C", "C", "C", "C", "C", "C", "O", "H", "H", "H", "H", "H", "H", "H", "H"],
  "coordinates": [[-1.13632, -0.17939, -2.15738], [0.38565, -0.50324, -2.00764], [-1.88629, -2.52783, -2.26078], [-2.10963, -1.28880, -1.74252], [-1.52436, -2.58013, -3.59468], [-2.13765, -3.66201, -1.58850], [-1.15418, 0.61666, -1.32225], [-1.41458, 0.26889, -3.14067], [0.67892, -1.45489, -2.62352], [0.43553, -0.89081, -0.88804], [-2.24075, -1.17673, -0.68329], [-1.81466, -1.93669, -4.22634], [-1.60815, -3.49555, -4.02722], [-2.16082, -3.81354, -0.60305], [-1.97798, -4.51525, -2.10786], [0.99999, 0.43253, -2.27810], [3.67868, 1.86372, 2.31089], [0.05480, 2.05699, 1.08855], [-0.72733, 1.42375, 2.12289], [1.47259, 2.15765, 1.10510], [2.18295, 1.68288, 2.16937], [0.09044, 0.91833, 3.13674], [1.49225, 1.01327, 3.16210], [-2.12078, 1.31932, 1.90548], [-0.50574, 2.57269, 0.28467], [2.00188, 2.84682, 0.35005], [-0.35982, 0.58929, 4.07987], [-2.70345, 1.65209, 2.60987], [3.94477, 1.89034, 3.30861], [4.01100, 2.82998, 1.76603], [2.01189, 0.77535, 4.11033], [4.14116, 1.11432, 1.74128]],
  "mulliken_charge": [-0.51, -0.84, 0.60, -0.24, -0.36, -0.37, 0.19, 0.35, 0.32, 0.22, 0.35, 0.21, 0.24, 0.25, 0.21, 0.35, -1.47, -0.06, -0.07, -0.53, 1.02, -0.27, -0.68, -0.52, 0.43, 0.22, 0.31, 0.32, 0.43, 0.31, 0.26, 0.33],
  "gap_ev": 8.12,
  "homo_ev": -11.12,
  "e_lumo_ev": -3.00,
  "total_charge": 1,
  "de_lowest_kj_mol": 240.5,
  "largest_force_ev_per_a": 4.98
}



2.
{
  "formula": "C33H50N3OP2Ti",
  "method": "ωB97M-V/def2-TZVPD",
  "symbols": ["C", "C", "C", "C", "C", "H", "H", "H", "N", "P", "P", "C", "H", "H", "C", "O", "C", "H", "C", "C", "C", "C", "C", "H", "H", "H", "C", "H", "H", "H", "C", "H", "H", "H", "C", "H", "H", "H", "C", "H", "H", "H", "C", "H", "H", "H", "C", "H", "H", "H", "C", "H", "H", "H", "C", "H", "H", "H", "C", "H", "H", "H", "C", "H", "H", "H", "C", "H", "H", "H", "Ti", "N", "C", "C", "C", "C", "C", "H", "C", "H", "C", "H", "H", "H", "C", "C", "N", "H", "H", "H"],
  "coordinates": [[-1.57753, -1.44850, -1.56967], [0.63825, -2.08849, -1.10144], [-1.64856, -2.33836, -2.63245], [0.53757, -3.13871, -2.04526], [-0.60448, -3.25928, -2.80696], [-2.52474, -2.32574, -3.27794], [1.42143, -3.75570, -2.19531], [-0.68278, -4.04804, -3.55318], [-0.52960, -1.47296, -0.71783], [-2.60086, 0.08834, 0.44201], [2.47611, -0.33881, 0.39278], [-2.61821, -0.36533, -1.35542], [-2.36690, 0.52828, -1.94996], [-3.61092, -0.68723, -1.70094], [0.71916, 1.37647, 1.94025], [1.17843, 2.27755, 2.53446], [1.90019, -1.61900, -0.66707], [2.69374, -2.34076, -0.87669], [3.84630, 0.29074, -0.86877], [3.37482, -1.03385, 1.97431], [-3.32950, 1.82378, 0.51744], [-3.75614, -1.25262, 1.11158], [3.83180, 1.81384, -0.69779], [4.03431, 2.11590, 0.33886], [4.60953, 2.26116, -1.33394], [2.86724, 2.24280, -0.99121], [5.24033, -0.30203, -0.63972], [5.67486, -0.09843, 0.34183], [5.24186, -1.38421, -0.82405], [5.91654, 0.13870, -1.39021], [3.50738, -0.11868, -2.30757], [4.19279, 0.40511, -2.99149], [3.64116, -1.19310, -2.46815], [2.48470, 0.13578, -2.59087], [4.21876, 0.11431, 2.56259], [3.59095, 0.98613, 2.79576], [4.67876, -0.23300, 3.50023], [5.02891, 0.44998, 1.90701], [2.33562, -1.42741, 3.02724], [1.70415, -0.58792, 3.33222], [1.68881, -2.24977, 2.69795], [2.87429, -1.77395, 3.92496], [4.19349, -2.28920, 1.66559], [5.04008, -2.11592, 0.99635], [4.60820, -2.66584, 2.61376], [3.55928, -3.07748, 1.24008], [-4.17678, -0.86971, 2.53659], [-4.79765, -1.68454, 2.94014], [-3.30839, -0.75351, 3.19603], [-4.78452, 0.04367, 2.56940], [-2.98624, -2.58278, 1.15947], [-2.65475, -2.90500, 0.16685], [-2.11588, -2.53531, 1.81739], [-3.66570, -3.35561, 1.54964], [-4.99624, -1.48066, 0.22812], [-5.66293, -2.17663, 0.75877], [-5.56754, -0.56966, 0.02968], [-4.74076, -1.95116, -0.72844], [-2.59774, 2.72814, -0.48840], [-2.79302, 2.43635, -1.52718], [-2.96579, 3.75628, -0.35637], [-1.51481, 2.72881, -0.33320], [-3.11289, 2.36937, 1.93793], [-2.04617, 2.44440, 2.18919], [-3.54310, 3.37992, 1.98379], [-3.60490, 1.75948, 2.70459], [-4.81928, 1.79819, 0.16211], [-4.99790, 1.36902, -0.83286], [-5.42857, 1.26947, 0.90451], [-5.18004, 2.83677, 0.13432], [-0.11853, -0.07018, 0.84775], [0.17727, 1.15501, -0.68978], [0.77830, 1.07316, -1.73541], [0.86262, 1.90341, -2.91382], [0.70933, 3.28933, -2.71703], [1.02600, 1.40116, -4.22216], [0.70475, 4.15908, -3.80808], [0.58905, 3.67704, -1.70095], [1.06138, 2.28907, -5.30129], [1.13045, 0.32320, -4.37205], [0.89130, 3.66403, -5.10256], [0.55927, 5.22570, -3.63861], [1.21885, 1.90584, -6.31066], [0.90743, 4.35060, -5.95244], [-1.08336, -1.52379, 5.23277], [-0.94111, -1.13429, 3.85969], [-0.74362, -0.88282, 2.73416], [-2.03073, -1.13224, 5.63889], [-0.25042, -1.12284, 5.83322], [-1.08621, -2.62426, 5.31291]],
  "lowdin_spin": [0.00, 0.01, 0.00, 0.00, 0.00, 0.00, 0.00, 0.00, 0.00, 0.02, 0.01, 0.01, 0.00, 0.00, 0.16, 0.12, 0.02, 0.00, 0.00, 0.00, 0.00, 0.00, 0.00, 0.00, 0.00, 0.00, 0.00, 0.00, 0.00, 0.00, 0.00, 0.00, 0.00, 0.00, 0.00, 0.00, 0.00, 0.00, 0.01, 0.00, 0.00, 0.00, 0.00, 0.00, 0.00, 0.00, 0.00, 0.00, 0.00, 0.00, 0.00, 0.00, 0.00, 0.00, 0.00, 0.00, 0.00, 0.00, 0.00, 0.00, 0.00, 0.00, 0.01, 0.01, 0.00, 0.00, 0.00, 0.00, 0.00, 0.00, 1.39, -0.01, 0.08, 0.00, 0.01, 0.01, 0.00, 0.00, 0.00, 0.00, 0.01, 0.00, 0.00, 0.00, 0.01, 0.05, 0.02, 0.00, 0.00, 0.00],
  "multiplicity": 3,
  "s2": 2.01,
  "gap_ev": [5.65, 5.88],
  "homo_ev": [-8.93, -9.04],
  "e_lumo_ev": [-3.28, -3.16],
  "total_charge": 1,
  "de_lowest_kj_mol": 0.0,
  "largest_force_ev_per_a": 6.10
}



3.
{
  "formula": "C11H11Cl18IN",
  "method": "ωB97M-V/def2-TZVPD",
  "symbols": ["I", "C", "C", "C", "N", "C", "C", "H", "H", "H", "H", "H", "C", "Cl", "Cl", "Cl", "H", "C", "Cl", "Cl", "Cl", "H", "C", "Cl", "Cl", "Cl", "H", "C", "Cl", "Cl", "Cl", "H", "C", "Cl", "Cl", "Cl", "H", "C", "Cl", "Cl", "Cl", "H"],
  "coordinates": [[-4.42722, -1.10333, 2.99966], [-3.05652, 0.44772, 2.48363], [-3.54926, 1.84524, 2.55596], [-2.58546, 2.90266, 2.20925], [-1.28828, 2.61958, 1.86645], [-0.77823, 1.33434, 1.77590], [-1.66071, 0.21917, 2.06808], [-4.58955, 2.11286, 2.86410], [-2.91042, 3.96588, 2.26414], [-0.68107, 3.41941, 1.66448], [0.30164, 1.14989, 1.48838], [-1.29190, -0.83226, 1.98563], [1.14985, 3.24688, 5.10021], [0.55260, 2.32246, 3.70511], [2.59784, 4.15556, 4.66593], [-0.10912, 4.32770, 5.70342], [1.40792, 2.54648, 5.88914], [2.27755, -0.62185, -0.66200], [3.18395, -2.10759, -0.40345], [0.79974, -0.95264, -1.57329], [1.89447, 0.15696, 0.88874], [2.89346, 0.05906, -1.24217], [1.87680, -4.59920, -2.85315], [0.91979, -5.61403, -3.93552], [2.01629, -5.34983, -1.25781], [3.47800, -4.29454, -3.54115], [1.36790, -3.64590, -2.73983], [-6.98476, 3.33829, 0.71532], [-7.71351, 4.90888, 0.38397], [-5.37323, 3.23472, -0.00243], [-6.90181, 3.04346, 2.45976], [-7.60878, 2.57023, 0.26838], [6.92371, -3.91303, -2.26332], [8.38394, -4.79036, -2.72754], [6.26217, -4.55817, -0.75683], [7.26057, -2.18416, -2.10457], [6.18292, -4.04567, -3.04500], [-0.12286, -1.07680, -5.46502], [1.33585, -1.96334, -5.91641], [-0.79142, -1.71417, -3.95570], [0.21919, 0.65039, -5.31162], [-0.86201, -1.21093, -6.24887]],
  "mulliken_charge": [0.22, -0.24, -0.04, -0.59, 0.01, -0.48, 0.08, 0.33, 0.41, 0.37, 0.32, 0.44, -0.04, 0.02, -0.10, -0.12, 0.32, -0.04, -0.03, -0.09, -0.15, 0.31, 0.54, -0.12, -0.12, -0.10, -0.18, 0.07, -0.10, -0.11, -0.14, 0.31, 0.37, -0.12, -0.11, -0.12, -0.02, 0.02, -0.09, -0.13, -0.12, 0.35],
  "gap_ev": 8.10,
  "homo_ev": -12.46,
  "e_lumo_ev": -4.35,
  "total_charge": 1,
  "largest_force_ev_per_a": 3.15
}



4.
{
  "formula": "C21H42O21",
  "method": "ωB97M-V/def2-TZVPD",
  "symbols": ["C", "O", "C", "O", "O", "C", "H", "H", "H", "H", "H", "H", "C", "O", "C", "O", "O", "C", "H", "H", "H", "H", "H", "H", "C", "O", "C", "O", "O", "C", "H", "H", "H", "H", "H", "H", "C", "O", "C", "O", "O", "C", "H", "H", "H", "H", "H", "H", "C", "O", "C", "O", "O", "C", "H", "H", "H", "H", "H", "H", "C", "O", "C", "O", "O", "C", "H", "H", "H", "H", "H", "H", "C", "O", "C", "O", "O", "C", "H", "H", "H", "H", "H", "H"],
  "coordinates": [[-0.31447, 2.16291, 0.85998], [0.71581, 1.21600, 1.05932], [1.28531, 1.04959, 2.20434], [1.00780, 1.80237, 3.19880], [2.12889, 0.05751, 2.18231], [2.85381, -0.36214, 3.33733], [-0.00817, 3.19918, 1.00286], [-1.14206, 1.91428, 1.52434], [-0.70942, 2.09367, -0.15359], [2.10023, -0.76121, 4.01626], [3.38715, 0.44224, 3.84392], [3.55456, -1.16004, 3.09154], [-8.27777, -1.45241, -1.65503], [-7.40207, -0.68149, -0.90521], [-7.85167, -0.15495, 0.19317], [-8.98298, -0.27410, 0.79241], [-6.83277, 0.67736, 0.58531], [-7.01837, 1.54035, 1.73167], [-8.48678, -2.40293, -1.16417], [-7.81305, -1.76824, -2.58904], [-9.21525, -0.96572, -1.92403], [-7.45278, 1.01029, 2.57927], [-7.78165, 2.27969, 1.48905], [-6.18249, 2.15161, 2.07193], [-4.80940, -4.20950, -6.80806], [-4.40418, -3.38771, -5.78433], [-3.37389, -3.56602, -4.90149], [-2.46989, -4.40772, -4.96523], [-3.51096, -2.58412, -4.04799], [-2.73641, -2.72746, -2.85049], [-4.10333, -4.20553, -7.63846], [-5.82935, -3.95017, -7.09188], [-4.93655, -5.20816, -6.39026], [-1.70578, -2.77538, -3.20207], [-3.15895, -3.56176, -2.29055], [-2.85784, -1.90764, -2.14251], [3.07251, 5.63078, -6.17432], [1.97230, 5.30502, -5.49612], [0.64268, 5.71617, -5.74148], [-0.34424, 5.29739, -5.16016], [0.58781, 6.65510, -6.72638], [-0.65496, 7.19906, -7.12433], [3.20592, 6.65177, -6.53192], [3.10299, 5.09844, -7.12499], [3.96421, 5.34729, -5.61520], [-1.30094, 6.32748, -7.23007], [-0.55327, 7.58687, -8.13791], [-0.98714, 7.96851, -6.42740], [3.45567, 6.87445, 2.52462], [4.02906, 7.94029, 1.71041], [3.78300, 7.97529, 0.40709], [2.89860, 7.34612, -0.19847], [4.55395, 8.96390, -0.20469], [4.09129, 9.47892, -1.47913], [2.37996, 6.93693, 2.68905], [3.91418, 6.80815, 3.51127], [3.62000, 5.92361, 2.01767], [3.69912, 10.47729, -1.28536], [3.31417, 8.87710, -1.95030], [5.00325, 9.61935, -2.05939], [1.14500, -3.59692, 9.26034], [1.71910, -4.60545, 8.42485], [0.95023, -5.37358, 7.71929], [-0.30607, -5.30594, 7.51645], [1.74698, -6.19706, 7.06185], [1.13476, -7.07233, 6.10973], [1.48629, -2.63669, 8.87358], [1.56928, -3.54136, 10.26284], [0.06392, -3.71964, 9.19477], [0.33041, -7.56275, 6.65800], [1.70559, -7.91340, 5.71623], [0.69343, -6.54175, 5.26603], [2.49750, -6.19448, 0.03064], [3.76871, -6.24240, 0.68957], [4.98116, -6.15662, 0.12773], [5.13277, -5.74376, -1.02661], [5.95023, -6.53732, 0.89314], [5.98109, -6.86394, 2.21776], [1.79957, -5.56619, 0.58403], [2.16559, -7.23150, 0.08088], [2.46821, -5.76811, -0.97208], [6.91415, -7.31209, 2.55933], [5.14887, -7.50137, 2.51640], [5.83779, -5.94328, 2.78339]],
  "mulliken_charge": [-0.61, -0.31, 0.86, -0.63, -0.30, -0.61, 0.27, 0.30, 0.24, 0.29, 0.29, 0.22, -0.69, -0.24, 0.74, -0.59, -0.27, -0.65, 0.31, 0.25, 0.31, 0.29, 0.29, 0.26, -0.63, -0.29, 0.74, -0.56, -0.26, -0.64, 0.27, 0.24, 0.31, 0.31, 0.29, 0.23, -0.63, -0.29, 0.72, -0.53, -0.31, -0.61, 0.29, 0.30, 0.26, 0.31, 0.24, 0.26, -0.61, -0.29, 0.80, -0.59, -0.32, -0.58, 0.28, 0.25, 0.29, 0.24, 0.32, 0.21, -0.63, -0.31, 0.86, -0.61, -0.31, -0.66, 0.23, 0.23, 0.35, 0.30, 0.27, 0.27, -0.62, -0.33, 0.82, -0.60, -0.31, -0.58, 0.23, 0.25, 0.32, 0.23, 0.28, 0.29],
  "gap_ev": 10.51,
  "homo_ev": -10.34,
  "e_lumo_ev": 0.18,
  "total_charge": 0,
  "de_lowest_kj_mol": 483.2,
  "smiles": "COC(=O)OC.COC(=O)OC.COC(=O)OC.COC(=O)OC.COC(=O)OC.COC(=O)OC.COC(=O)OC",
  "largest_force_ev_per_a": 6.34
}



5.
{
  "formula": "C8H21N3",
  "method": "ωB97M-V/def2-TZVPD",
  "symbols": ["C", "C", "C", "C", "C", "C", "C", "C", "N", "N", "N", "H", "H", "H", "H", "H", "H", "H", "H", "H", "H", "H", "H", "H", "H", "H", "H", "H", "H", "H", "H", "H"],
  "coordinates": [[0.78169, -1.50614, -0.11026], [-2.29261, -0.05800, 0.46885], [-0.46941, 1.26874, 1.57135], [2.14909, -2.91298, 1.35376], [2.80362, -0.58980, 0.83294], [-0.24347, 0.80655, -2.15675], [-1.75400, 2.53502, -1.18022], [-1.02315, 0.77456, 0.29833], [1.74206, -1.54014, 0.72306], [-0.09250, -2.31758, -0.56630], [-0.65803, 1.54085, -0.90701], [-2.65302, -0.42664, -0.48413], [-1.99842, -0.85690, 1.20286], [-3.21888, 0.57636, 0.90790], [0.18625, 0.37903, 1.90516], [-1.19348, 1.53484, 2.42159], [0.08955, 2.25137, 1.48017], [2.20678, -3.65880, 0.54252], [3.05925, -2.75202, 1.77305], [1.36769, -3.15048, 2.03268], [2.55685, 0.30734, 0.39108], [3.01755, -0.48179, 1.85556], [3.68849, -1.00687, 0.36550], [0.82520, 0.51068, -1.89591], [-0.96953, 0.01419, -2.18186], [-0.28329, 1.53770, -2.91442], [-2.49398, 2.00267, -1.83859], [-2.09281, 2.84382, -0.22954], [-1.36942, 3.38960, -1.78065], [-0.73119, -2.09877, -1.26720], [0.00377, -3.32976, -0.44836], [0.14162, 2.20890, -0.76882]],
  "mulliken_charge": [0.41, -1.19, -1.20, -1.10, -1.09, -0.70, -0.88, 0.46, 0.00, -0.22, -0.08, 0.35, 0.36, 0.37, 0.20, 0.38, 0.38, 0.38, 0.42, 0.40, 0.39, 0.42, 0.44, 0.27, 0.31, 0.43, 0.38, 0.38, 0.41, 0.19, 0.26, 0.47],
  "gap_ev": [9.78, 6.81],
  "homo_ev": [-17.59, -15.96],
  "e_lumo_ev": [-7.80, -9.14],
  "total_charge": 2,
  "de_lowest_kj_mol": 0.0,
  "largest_force_ev_per_a": 4.07
}